DFT (the ωB97M-V functional and the def2-TZVPD basis) results for a molecular structure, C33H30N4OS5Ti.

Structure (XYZ):
```
74
Properties=species:S:1:pos:R:3:mulliken_charge:R:1
Ti -0.108 0.073 -0.369 -0.320
S 0.678 -2.183 1.000 -0.313
C 0.451 -1.697 2.638 1.339
C 1.142 -2.431 3.613 -0.836
C 1.095 -2.083 4.941 -0.613
C 0.333 -0.992 5.349 -0.802
C -0.392 -0.281 4.413 -0.456
C -0.328 -0.612 3.066 0.017
S -1.345 0.323 1.934 -0.180
C -0.628 2.019 2.108 -0.782
C -0.645 2.726 0.782 0.394
C -1.220 3.964 0.698 -0.879
C -1.207 4.639 -0.549 -0.751
C -0.574 4.078 -1.601 -1.075
C 0.091 2.799 -1.467 0.944
C 0.881 2.298 -2.444 -1.386
S 1.086 -1.129 -2.096 -0.554
C 0.255 -2.647 -2.330 0.578
C 0.779 -3.514 -3.293 -0.832
C 0.169 -4.715 -3.585 -0.642
C -0.979 -5.101 -2.901 -0.655
C -1.481 -4.281 -1.914 -0.934
C -0.893 -3.048 -1.623 0.869
S -1.611 -2.093 -0.355 -0.406
N -0.063 2.100 -0.264 1.378
H 1.719 -3.277 3.276 0.478
H 1.642 -2.667 5.668 0.391
H 0.296 -0.712 6.389 0.405
H -1.022 0.542 4.717 0.410
H 0.394 1.897 2.477 0.204
H -1.220 2.575 2.838 0.621
H -1.679 4.423 1.558 0.462
H -1.693 5.600 -0.632 0.408
H -0.540 4.569 -2.561 0.471
H 1.428 1.372 -2.321 -0.012
H 0.973 2.794 -3.394 0.292
H 1.682 -3.212 -3.802 0.449
H 0.587 -5.359 -4.344 0.388
H -1.470 -6.038 -3.130 0.386
H -2.344 -4.574 -1.336 0.451
O 1.568 0.355 0.762 -0.163
S 2.516 1.516 0.778 0.549
C 3.823 1.002 -0.414 -0.431
C 5.091 0.731 0.377 -0.756
C 4.641 0.158 1.716 -0.474
C 3.590 1.122 2.232 -0.693
H 3.938 1.786 -1.160 0.465
H 3.417 0.101 -0.881 0.091
H 5.636 1.664 0.543 0.311
H 5.745 0.042 -0.158 0.391
H 5.471 0.061 2.418 0.453
H 4.190 -0.825 1.570 0.188
H 4.027 2.059 2.576 0.500
H 2.957 0.697 3.008 0.179
N -5.932 -1.635 -9.048 -0.511
C -5.478 -1.300 -8.047 0.108
C -4.907 -0.880 -6.832 0.415
C -5.611 -0.041 -5.957 -1.131
C -5.038 0.365 -4.776 -0.503
C -3.746 -0.049 -4.422 1.863
C -3.038 -0.869 -5.313 -0.462
C -3.606 -1.275 -6.495 -1.215
N -3.174 0.339 -3.207 0.393
C -3.778 1.027 -2.181 -0.571
C -2.868 1.122 -1.174 -1.397
N -1.709 0.508 -1.550 1.549
C -1.919 0.059 -2.776 -0.960
H -6.606 0.286 -6.221 0.448
H -5.598 1.012 -4.120 0.342
H -2.040 -1.197 -5.077 0.426
H -3.048 -1.902 -7.174 0.454
H -4.785 1.386 -2.219 0.398
H -2.986 1.580 -0.207 0.374
H -1.182 -0.461 -3.356 0.459
```

Results
* E_LUMO (alpha / beta): -0.45 / -0.45 eV
* F_max: 4.200 eV/A
* ΔE to the lowest compared entry with this formula, charge and spin: 46.29 kcal/mol
* net charge: 0
* Kohn-Sham gap (alpha / beta): 5.2 / 5.2 eV

DFT (the ωB97M-V functional and the def2-TZVPD basis) results for 2 unconnected molecules or ions with the total composition C2H4NOP.

Structure (XYZ):
```
9
Properties=species:S:1:pos:R:3:mulliken_charge:R:1
C 0.116 -0.732 -0.251 0.464
C 0.128 -2.032 0.047 -0.894
N 0.193 0.429 -0.536 -0.354
O 0.199 3.568 -0.602 -0.508
P 0.398 2.488 -1.819 0.119
H -0.861 -2.457 0.056 0.263
H 1.168 -2.355 0.224 0.251
H 0.149 1.167 0.188 0.319
H -0.554 4.167 -0.498 0.340
```

Results
* E_LUMO (alpha / beta): 0.10 / 0.11 eV
* F_max: 2.999 eV/A
* ΔE to the lowest compared entry with this formula, charge and spin: 79.60 kcal/mol
* net charge: 0
* Kohn-Sham gap (alpha / beta): 6.8 / 6.8 eV

DFT (the ωB97M-V functional and the def2-TZVPD basis) results for 2 unconnected molecules or ions with the total composition C2H10NO.

Structure (XYZ):
```
14
Properties=species:S:1:pos:R:3:mulliken_charge:R:1
C -1.723 0.075 0.134 -0.711
N -1.128 1.482 -0.282 -0.400
H -1.796 2.239 -0.577 0.383
H -0.489 1.820 0.427 0.360
H -0.414 1.320 -1.062 0.374
H -2.711 0.142 -0.230 0.346
H -1.635 -0.048 1.173 0.368
H -1.209 -0.828 -0.118 0.248
C 1.692 -1.415 0.204 -0.562
O 1.793 0.053 -0.011 -0.533
H 2.750 0.225 -0.317 0.316
H 1.497 -1.904 -0.774 0.243
H 2.531 -1.678 0.618 0.397
H 0.842 -1.482 0.814 0.170
```

Results
* E_LUMO: -3.75 eV
* F_max: 6.414 eV/A
* ΔE to the lowest compared entry with this formula, charge and spin: 46.62 kcal/mol
* net charge: +1
* Kohn-Sham gap: 10.6 eV

DFT (the ωB97M-V functional and the def2-TZVPD basis) results for 2 unconnected molecules or ions with the total composition C3H11N2O.

Structure (XYZ):
```
17
Properties=species:S:1:pos:R:3:mulliken_charge:R:1
C -2.483 1.016 -0.059 -1.132
C -1.513 -1.207 -0.853 -1.002
C -1.317 0.183 -0.126 0.864
N 3.826 -0.170 0.500 -0.408
N -0.170 0.657 0.235 -0.216
O 2.564 0.242 0.090 -0.693
H -3.216 0.665 0.684 0.352
H -2.316 2.096 0.281 0.338
H -3.003 0.906 -1.006 0.316
H -2.265 -1.596 -0.081 0.309
H -1.880 -0.970 -1.877 0.354
H -0.621 -1.812 -0.929 0.346
H 4.436 -0.854 -0.246 0.361
H 4.440 0.639 0.445 0.336
H -0.175 1.582 0.802 0.268
H 3.900 -0.804 1.408 0.355
H 0.784 0.279 -0.062 0.251
```

Results
* E_LUMO: -3.53 eV
* F_max: 3.926 eV/A
* ΔE to the lowest compared entry with this formula, charge and spin: 96.63 kcal/mol
* net charge: +1
* Kohn-Sham gap: 9.5 eV

DFT (the ωB97M-V functional and the def2-TZVPD basis) results for 10 unconnected molecules or ions with the total composition H20O10.

Structure (XYZ):
```
30
Properties=species:S:1:pos:R:3:mulliken_charge:R:1
O 2.225 4.090 -0.231 -0.600
H 1.768 4.834 -0.623 0.307
H 2.590 4.434 0.584 0.302
O -1.182 -4.069 3.636 -0.652
H -1.732 -3.649 2.975 0.321
H -0.957 -4.919 3.258 0.312
O -2.765 2.094 3.325 -0.640
H -3.412 2.566 2.800 0.316
H -2.441 1.406 2.744 0.317
O -0.650 0.395 0.353 -0.598
H 0.086 0.774 -0.128 0.311
H -0.500 -0.550 0.316 0.298
O -3.747 -2.719 1.142 -0.607
H -4.595 -2.277 1.099 0.309
H -3.622 -3.084 0.266 0.312
O 1.162 -2.210 -3.207 -0.627
H 0.382 -2.757 -3.113 0.312
H 1.752 -2.513 -2.517 0.315
O 2.175 -2.899 1.869 -0.623
H 2.772 -3.648 1.876 0.307
H 1.470 -3.148 2.466 0.328
O 1.679 2.476 -4.665 -0.629
H 2.069 2.719 -3.825 0.311
H 1.321 3.294 -5.009 0.317
O 4.357 0.266 -0.434 -0.630
H 3.797 1.036 -0.530 0.310
H 3.780 -0.407 -0.071 0.310
O -2.664 3.206 -1.447 -0.645
H -2.027 2.718 -0.925 0.323
H -3.094 2.541 -1.984 0.316
```

Results
* E_LUMO: -0.14 eV
* F_max: 0.437 eV/A
* ΔE to the lowest compared entry with this formula, charge and spin: 80.60 kcal/mol
* net charge: 0
* structure (SMILES): O.O.O.O.O.O.O.O.O.O
* Kohn-Sham gap: 11.1 eV

DFT (the ωB97M-V functional and the def2-TZVPD basis) results for 2 unconnected molecules or ions with the total composition C2H2N2.

Structure (XYZ):
```
6
Properties=species:S:1:pos:R:3:mulliken_charge:R:1
C -0.480 -0.339 -0.309 0.066
C -1.530 0.255 -0.624 -0.611
N 2.606 1.265 -1.121 0.000
N 2.710 0.391 -1.756 0.001
H -2.339 0.258 -0.011 0.263
H -1.781 0.834 -1.441 0.281
```

Results
* E_LUMO: -0.33 eV
* F_max: 3.307 eV/A
* ΔE to the lowest compared entry with this formula, charge and spin: 48.59 kcal/mol
* net charge: 0
* Kohn-Sham gap: 10.7 eV

DFT (the ωB97M-V functional and the def2-TZVPD basis) results for a molecular structure, C22H35Cl2N11Rb.

Structure (XYZ):
```
71
Properties=species:S:1:pos:R:3:mulliken_charge:R:1
Rb -0.119 -0.187 0.170 0.712
C -3.313 1.514 -1.104 -0.867
C -3.254 1.865 0.390 -0.895
N -1.906 2.008 0.932 0.180
C -1.218 3.270 0.681 -0.882
C -0.831 3.506 -0.781 -0.821
N -0.216 2.360 -1.455 0.038
C -0.812 1.981 -2.739 -0.864
C -1.629 0.676 -2.722 -0.690
N -2.368 0.468 -1.480 0.034
H -4.348 1.240 -1.339 0.479
H -3.113 2.399 -1.704 0.263
H -3.869 2.763 0.552 0.290
H -3.730 1.056 0.951 0.389
H -1.948 1.856 1.932 0.234
H -1.808 4.142 1.004 0.345
H -0.312 3.262 1.294 0.306
H -1.717 3.810 -1.340 0.304
H -0.169 4.378 -0.800 0.450
H 0.780 2.485 -1.560 0.269
H -1.438 2.797 -3.113 0.350
H -0.023 1.854 -3.483 0.452
H -2.282 0.688 -3.607 0.323
H -0.956 -0.180 -2.836 0.293
H -2.807 -0.443 -1.497 0.215
Cl 2.053 1.258 1.897 -0.086
C 2.712 -0.238 2.595 -0.402
Cl 2.193 -1.678 1.703 -0.076
H 2.363 -0.316 3.617 0.323
H 3.792 -0.179 2.544 0.360
N 5.026 -1.022 -4.411 -0.448
C 4.736 -0.624 -3.014 -0.666
C 3.563 0.360 -2.996 -0.775
N 2.802 0.404 -1.755 -0.133
H 5.916 -1.501 -4.507 0.307
H 5.030 -0.227 -5.043 0.289
H 4.035 -1.875 -4.749 0.439
H 5.622 -0.206 -2.534 0.390
H 4.456 -1.532 -2.477 0.309
H 2.869 0.082 -3.793 0.462
H 3.923 1.365 -3.233 0.358
H 3.396 0.522 -0.943 0.187
H 2.292 -0.468 -1.645 0.020
C -3.572 -3.207 2.257 -1.021
C -2.919 -2.127 1.687 0.018
N -1.791 -1.612 2.176 -0.008
C -1.289 -2.175 3.274 -0.690
C -1.875 -3.243 3.941 0.477
C -3.040 -3.773 3.400 -0.013
C -1.246 -3.815 5.152 -0.842
C -1.810 -3.987 6.345 -0.567
C -3.165 -3.577 6.763 0.829
C -3.771 -4.195 7.850 -0.618
C -5.043 -3.770 8.193 -0.156
N -5.673 -2.806 7.528 -0.556
C -5.003 -2.274 6.512 -0.151
N -3.788 -2.601 6.093 -0.350
H -4.478 -3.593 1.811 0.409
H -3.319 -1.656 0.794 0.268
H -0.369 -1.746 3.658 0.452
H -3.524 -4.615 3.879 0.504
H -0.221 -4.154 5.033 0.442
H -1.229 -4.487 7.111 0.339
H -3.273 -4.980 8.402 0.375
H -5.575 -4.215 9.026 0.397
H -5.501 -1.477 5.970 0.413
N 2.966 -2.455 -5.035 -0.589
C 2.284 -3.008 -4.250 0.645
N 1.525 -3.648 -3.459 -0.666
C 0.961 -2.994 -2.464 0.370
N 0.468 -2.420 -1.588 -0.474
```

Results
* E_LUMO: -2.09 eV
* F_max: 0.623 eV/A
* ΔE to the lowest compared entry with this formula, charge and spin: 16.46 kcal/mol
* net charge: +1
* Kohn-Sham gap: 8.9 eV

DFT (the ωB97M-V functional and the def2-TZVPD basis) results for a molecular structure, C47H55AsF7N3O2P2Pt.

Structure (XYZ):
```
118
Properties=species:S:1:pos:R:3:mulliken_spin:R:1
Pt 0.317 -0.272 0.320 -0.027
C 1.082 2.873 2.199 -0.006
C 2.302 2.712 1.305 0.013
C 2.697 4.065 0.724 -0.003
P 2.192 1.337 0.026 -0.035
C 3.946 0.666 -0.053 -0.007
C 4.221 0.061 -1.427 0.023
C 5.086 1.615 0.317 -0.004
C 1.753 1.945 -1.650 0.075
C 2.534 2.925 -2.240 -0.008
C 2.181 3.537 -3.440 0.085
C 3.036 4.580 -4.067 -0.004
C 0.960 3.183 -4.021 -0.043
C 0.204 2.163 -3.504 0.127
C 0.618 1.442 -2.358 -0.062
N -0.066 0.368 -1.916 0.373
C -0.720 -0.545 -2.649 0.088
C -0.539 -0.709 -4.047 0.176
C -1.057 -1.789 -4.721 -0.060
C -1.733 -2.806 -4.047 0.107
C -2.236 -4.024 -4.744 0.004
C -1.962 -2.643 -2.678 0.014
C -1.521 -1.533 -1.989 0.085
P -2.140 -1.152 -0.313 -0.019
C -3.905 -0.594 -0.647 0.028
C -4.662 -1.464 -1.647 -0.001
C -3.912 0.847 -1.138 -0.005
C -2.270 -2.587 0.880 0.007
C -3.312 -3.671 0.624 0.002
C -0.881 -3.180 1.080 -0.006
H 1.367 3.475 3.060 0.000
H 0.730 1.916 2.577 0.002
H 0.272 3.379 1.682 0.000
H 3.097 2.318 1.948 0.000
H 1.952 4.413 0.012 0.000
H 3.673 4.048 0.249 0.000
H 2.741 4.786 1.538 0.000
H 3.915 -0.124 0.709 -0.003
H 4.551 0.838 -2.114 0.001
H 3.334 -0.408 -1.848 -0.014
H 5.009 -0.686 -1.365 -0.001
H 5.231 2.389 -0.433 0.000
H 5.998 1.022 0.361 0.000
H 4.962 2.080 1.291 0.000
H 3.443 3.236 -1.749 0.004
H 4.013 4.640 -3.597 0.000
H 2.561 5.556 -3.987 0.010
H 3.162 4.366 -5.126 0.007
H 0.607 3.726 -4.884 0.002
H -0.752 1.916 -3.939 0.002
H 0.087 -0.009 -4.578 -0.013
H -0.895 -1.869 -5.784 0.006
H -1.937 -4.041 -5.788 0.000
H -3.325 -4.064 -4.696 0.014
H -1.857 -4.922 -4.254 0.012
H -2.508 -3.415 -2.157 0.017
H -4.389 -0.644 0.336 0.001
H -4.236 -1.365 -2.643 0.001
H -5.695 -1.120 -1.687 0.000
H -4.670 -2.515 -1.381 0.000
H -3.339 0.941 -2.058 0.001
H -3.493 1.513 -0.395 0.002
H -4.933 1.162 -1.343 0.000
H -2.557 -2.071 1.810 0.000
H -3.092 -4.269 -0.258 0.001
H -4.314 -3.260 0.550 0.000
H -3.299 -4.339 1.484 0.000
H -0.504 -3.627 0.158 -0.001
H -0.911 -3.946 1.854 0.000
H -0.190 -2.406 1.429 0.004
O 2.043 -1.884 1.069 0.013
C 2.053 -2.404 -0.041 0.000
N 2.623 -3.559 -0.431 -0.001
C 2.643 -3.639 -1.877 0.000
C 1.791 -2.371 -2.245 0.017
O 1.565 -2.024 -3.381 0.012
N 1.430 -1.803 -1.101 0.009
C 4.066 -3.571 -2.397 0.006
C 4.979 -4.486 -1.882 -0.001
C 6.295 -4.472 -2.305 0.000
C 6.719 -3.538 -3.234 0.001
C 5.809 -2.643 -3.767 -0.003
C 4.485 -2.662 -3.360 -0.001
C 1.884 -4.786 -2.494 0.003
C 1.934 -4.933 -3.880 0.002
C 1.259 -5.967 -4.497 -0.002
C 0.526 -6.869 -3.740 0.000
C 0.446 -6.706 -2.367 0.000
C 1.114 -5.666 -1.743 -0.002
H 3.239 -4.088 0.165 0.000
H 4.656 -5.231 -1.169 -0.001
H 6.985 -5.199 -1.911 0.000
H 7.745 -3.529 -3.564 0.000
H 6.124 -1.923 -4.506 0.000
H 3.778 -1.977 -3.803 0.000
H 2.495 -4.229 -4.473 0.002
H 1.305 -6.073 -5.569 0.000
H 0.024 -7.696 -4.220 0.000
H -0.139 -7.395 -1.778 0.000
H 1.052 -5.553 -0.671 0.000
F -3.653 4.516 1.909 0.000
C -2.863 3.501 1.531 0.001
C -2.111 3.641 0.373 0.003
C -1.290 2.595 -0.018 0.031
C -1.229 1.420 0.730 -0.051
C -2.031 1.288 1.863 0.014
C -2.826 2.342 2.290 0.003
H -2.170 4.555 -0.200 -0.001
H -0.697 2.725 -0.912 -0.023
H -2.012 0.394 2.470 -0.003
H -3.408 2.274 3.195 0.000
F 0.269 -0.413 2.677 0.000
As 0.308 -0.790 4.536 -0.003
F 1.984 -0.338 4.474 0.000
F -0.138 0.901 4.704 0.000
F 0.269 -1.120 6.201 0.000
F -1.414 -1.171 4.307 -0.001
F 0.686 -2.422 4.055 -0.001
```

Results
* multiplicity: 2
* E_LUMO (alpha / beta): -5.35 / -5.62 eV
* F_max: 7.076 eV/A
* ΔE to the lowest compared entry with this formula, charge and spin: 84.99 kcal/mol
* net charge: +1
* Kohn-Sham gap (alpha / beta): 5.6 / 5.4 eV

Question: What is the formula in the fifth record?
Answer: H20O10

Question: Look up the ΔE to the lowest compared entry with this formula, charge and spin of the third one.
Answer: 46.62 kcal/mol